# C36H22NO9PS

A 3-piece molecular cluster, C36H22NO9PS overall at a distorted geometry (wB97M-V/def2-TZVPD, the Open Molecules 2025 dataset).

Computed properties:
net charge: 0
multiplicity: 1
LUMO energy: -0.0610 Ha
structure (SMILES): O=C1NC(=O)c2c1ccc(P(=O)(O)O)c2S.O=C1c2ccccc2C(=O)c2ccccc21.O=C1c2ccccc2C(=O)c2ccccc21
calculated total energy: -2856.50981 hartree
Kohn-Sham gap: 8.10 eV
molecular weight: 675.6 g mol⁻¹

Last column: natural (NBO) charge in e.
Geometry (Å):
O: 11.181 -0.227 5.363  -0.5153
C: 10.358 0.688 5.144  0.6631
N: 10.702 2.103 4.840  -0.6685
C: 9.434 2.872 4.692  0.6633
O: 9.417 4.094 4.429  -0.5120
C: 8.175 1.925 4.887  -0.1265
C: 8.778 0.518 5.146  -0.0906
C: 7.862 -0.711 5.349  -0.1764
C: 6.313 -0.449 5.324  -0.1324
C: 5.696 0.985 5.091  -0.4200
P: 3.823 1.101 5.098  2.2252
O: 3.275 0.229 6.259  -1.0640
O: 3.236 0.454 3.627  -0.9558
O: 3.197 2.659 5.342  -0.9355
C: 6.651 2.188 4.859  -0.0967
S: 6.053 3.911 4.590  0.0054
H: 11.339 2.554 5.511  0.4285
H: 8.315 -1.737 5.527  0.2615
H: 5.598 -1.331 5.487  0.2627
H: 2.250 0.469 3.745  0.5101
H: 3.059 3.083 4.457  0.5046
H: 6.068 4.459 5.886  0.1705
C: 3.098 -2.864 2.571  -0.1892
C: 1.935 -3.116 3.294  -0.1981
C: 0.707 -3.170 2.642  -0.1770
C: 0.639 -2.960 1.264  -0.0568
C: 1.801 -2.684 0.544  -0.1502
C: 3.034 -2.647 1.199  -0.1521
C: 1.737 -2.410 -0.910  0.5464
O: 2.753 -2.172 -1.540  -0.5270
C: 0.419 -2.421 -1.584  -0.1536
C: 0.335 -2.109 -2.941  -0.1522
C: -0.897 -2.130 -3.586  -0.1966
C: -2.049 -2.472 -2.880  -0.1854
C: -1.970 -2.779 -1.526  -0.1790
C: -0.737 -2.745 -0.873  -0.0594
C: -0.670 -3.038 0.576  0.5038
O: -1.677 -3.333 1.196  -0.5246
H: 4.057 -2.831 3.079  0.2167
H: 1.984 -3.272 4.367  0.2248
H: -0.195 -3.372 3.210  0.2396
H: 3.943 -2.446 0.642  0.2396
H: 1.229 -1.845 -3.498  0.2381
H: -0.960 -1.882 -4.641  0.2188
H: -3.009 -2.496 -3.385  0.2297
H: -2.871 -3.040 -0.981  0.2422
C: -10.099 -0.370 -4.348  -0.1925
C: -9.253 -1.342 -3.816  -0.1899
C: -7.901 -1.069 -3.643  -0.1905
C: -7.387 0.175 -4.014  -0.0719
C: -8.229 1.138 -4.569  -0.1787
C: -9.589 0.867 -4.725  -0.1522
C: -7.688 2.444 -5.011  0.6120
O: -8.424 3.287 -5.493  -0.5385
C: -6.238 2.704 -4.868  -0.1787
C: -5.703 3.906 -5.333  -0.1521
C: -4.343 4.165 -5.190  -0.1928
C: -3.515 3.229 -4.575  -0.1906
C: -4.043 2.028 -4.115  -0.1915
C: -5.404 1.759 -4.270  -0.0718
C: -5.950 0.462 -3.809  0.5989
O: -5.224 -0.359 -3.274  -0.5569
H: -11.156 -0.581 -4.474  0.2204
H: -9.650 -2.312 -3.534  0.2205
H: -7.248 -1.827 -3.224  0.2385
H: -10.252 1.618 -5.143  0.2394
H: -6.343 4.642 -5.811  0.2394
H: -3.929 5.099 -5.557  0.2203
H: -2.456 3.434 -4.457  0.2202
H: -3.392 1.300 -3.640  0.2395

---

# C3H5N3S2

One molecule with the formula C3H5N3S2 at a distorted geometry (wB97M-V/def2-TZVPD, the Open Molecules 2025 dataset).

Computed properties:
net charge: 0
multiplicity: 1
LUMO energy: 0.0012 Ha
energy relative to the best compared isomer or geometry (same formula, charge and spin): 103.1 kcal per mole
structure (SMILES): C=N/N=C\N(S)C=S
calculated total energy: -1077.79276 hartree
Kohn-Sham gap: 8.30 eV
molecular weight: 147.2 g mol⁻¹

Last column: natural (NBO) charge in e.
Geometry (Å):
C: -0.057 -0.846 0.272  -0.1682
C: 0.476 1.308 -0.698  0.2866
C: 0.032 -0.543 -3.283  -0.0078
H: 0.911 0.769 2.791  0.1517
H: -0.280 -0.949 -1.008  0.2785
H: 0.621 2.412 -0.362  0.2049
H: -0.551 -1.435 -3.826  0.1797
H: 0.925 -0.207 -3.890  0.1865
N: 0.372 0.459 0.470  -0.5959
N: 0.365 1.121 -1.947  -0.3323
N: -0.393 -0.094 -2.208  -0.3328
S: -0.142 1.261 1.959  0.1686
S: -0.279 -1.917 1.438  -0.0196

---

# C3H8N2S

C3H8N2S as an isolated structure at a distorted geometry (wB97M-V/def2-TZVPD, the Open Molecules 2025 dataset).

Computed properties:
net charge: 0
multiplicity: 1
LUMO energy: 0.0249 Ha
energy relative to the best compared isomer or geometry (same formula, charge and spin): 136.0 kcal per mole
calculated total energy: -626.60659 hartree
Kohn-Sham gap: 9.37 eV
molecular weight: 104.2 g mol⁻¹

Last column: natural (NBO) charge in e.
Geometry (Å):
C: 2.540 -0.184 0.111  -0.4265
C: 0.015 0.004 0.000  0.2270
C: -2.980 0.271 0.068  -0.8015
H: 3.139 -1.060 -0.227  0.2319
H: 2.470 0.663 -0.621  0.2018
H: 2.749 0.022 1.250  0.2212
H: 0.833 -1.876 -0.524  0.3965
H: 1.168 1.259 -0.174  0.3118
H: -3.821 -0.515 0.733  0.2614
H: -3.511 0.626 -1.234  0.2572
H: -2.400 1.116 0.795  0.2846
N: 1.160 -0.720 -0.081  -0.6511
N: 0.110 1.238 -0.091  -0.7164
S: -1.471 -0.844 -0.005  0.2021

---

# C15H25Cl2N2O7P2Ru

C15H25Cl2N2O7P2Ru as an isolated structure at a distorted geometry (wB97M-V/def2-TZVPD, the Open Molecules 2025 dataset).

Computed properties:
net charge: +1
multiplicity: 5
LUMO energy (alpha / beta): -0.1453 / -0.1902 Ha
energy relative to the best compared isomer or geometry (same formula, charge and spin): 10.7 kcal per mole
calculated total energy: -2920.68186 hartree
<S²>: 6.0328
Kohn-Sham gap (alpha / beta): 7.68 / 6.51 eV
molecular weight: 579.3 g mol⁻¹

Last column: natural (NBO) charge in e.
Geometry (Å):
Ru: 0.000 0.156 -0.421  1.5713
N: -0.369 4.591 -1.143  -0.7133
C: -0.782 3.818 0.102  -0.6270
C: -1.515 4.710 1.090  -0.6418
P: 0.887 3.205 0.740  2.4064
O: 0.771 3.233 2.322  -0.9836
O: 1.842 4.198 0.185  -1.1167
O: 1.070 1.741 0.354  -1.1288
P: -1.721 2.341 -0.458  2.3712
O: -3.208 2.828 -0.744  -0.9872
O: -1.698 1.286 0.618  -1.1223
O: -1.029 1.966 -1.745  -1.1260
H: 0.628 4.861 -0.968  0.4845
H: -0.963 5.394 -1.331  0.4321
H: -0.397 3.941 -1.939  0.4656
H: -0.887 5.534 1.432  0.2355
H: -1.797 4.121 1.962  0.2614
H: -2.426 5.113 0.644  0.2296
H: 1.281 3.957 2.712  0.5295
H: -3.835 2.627 -0.034  0.5299
Cl: 0.112 -0.713 2.271  0.0062
C: 0.268 -2.477 2.569  -0.3794
Cl: 0.334 -3.423 1.095  0.0109
H: -0.605 -2.779 3.133  0.2398
H: 1.184 -2.630 3.123  0.2410
C: 1.814 -0.589 -1.300  -0.4849
C: 2.674 -1.385 -0.412  -0.0936
C: 3.207 -0.836 0.757  -0.1457
C: 3.930 -1.619 1.634  -0.1769
C: 4.158 -2.962 1.338  -0.1547
C: 3.678 -3.507 0.150  -0.1567
C: 2.930 -2.722 -0.705  -0.1693
C: 4.873 -3.786 2.280  0.2547
N: 5.417 -4.444 3.050  -0.2609
H: 1.508 -1.091 -2.210  0.2413
H: 2.133 0.449 -1.445  0.2374
H: 3.038 0.212 0.973  0.2268
H: 4.323 -1.207 2.555  0.2376
H: 3.887 -4.542 -0.089  0.2418
H: 2.528 -3.147 -1.619  0.2246
C: -3.020 -0.843 -2.417  -0.6227
C: -2.312 -1.734 -1.400  0.2564
C: -2.164 -3.147 -1.951  -0.6208
C: -3.059 -1.768 -0.067  -0.6394
O: -0.977 -1.218 -1.196  -0.5875
H: -4.040 -1.196 -2.562  0.2276
H: -2.494 -0.877 -3.372  0.2233
H: -3.044 0.191 -2.077  0.2136
H: -3.153 -3.545 -2.178  0.2280
H: -1.683 -3.795 -1.218  0.2182
H: -1.567 -3.141 -2.865  0.2198
H: -4.102 -2.032 -0.244  0.2298
H: -3.016 -0.800 0.430  0.2270
H: -2.614 -2.519 0.589  0.2162